C3H10OS2 | wB97M-V/def2-TZVPD

Properties
HOMO energy: -9.18 eV
Energy above the lowest of the compared OMol25 structures with the same formula, charge and spin: 26.7 kJ/mol
SMILES string: CCCSS.O
2S+1: 1
E: -991.901469 a.u.
LUMO level: 0.400 eV

Geometry as XYZ:
```
16
Properties=species:S:1:pos:R:3:nbo_charge:R:1
C 0.4323 -0.6750 -0.3531 -0.39
C -0.3067 -1.8190 -0.9803 -0.61
C 0.2356 -0.7247 1.1732 -0.54
S 1.0812 0.4966 2.2001 0.09
S 1.9254 1.8641 0.8900 -0.11
H 1.4882 -0.8070 -0.5120 0.21
H 0.0795 0.2767 -0.7263 0.20
H 0.0894 -2.8013 -0.6864 0.20
H -0.2046 -1.8280 -2.0451 0.22
H -1.3796 -1.7816 -0.7800 0.21
H -0.8263 -0.7450 1.3923 0.21
H 0.6147 -1.7168 1.4594 0.22
H 0.8123 2.5677 0.7757 0.10
H -0.5913 2.2919 -0.6433 0.47
H -1.9968 2.8363 -0.2075 0.47
O -1.4534 2.5650 -0.9568 -0.94
```

=====

C48H98O35 | wB97M-V/def2-TZVPD

Properties
HOMO energy: -9.78 eV
Energy above the lowest of the compared OMol25 structures with the same formula, charge and spin: 130.0 kJ/mol
SMILES string: CCOC(=O)OC.CCOC(=O)OC.CCOC(=O)OC.CCOC(=O)OC.CCOC(=O)OC.CCOC(=O)OC.CCOC(=O)OC.CCOC(=O)OC.CCOC(=O)OC.CCOC(=O)OC.CCOC(=O)OC.COCCOC
2S+1: 1
E: -4521.111598 a.u.
LUMO level: 0.486 eV

Geometry as XYZ:
```
181
Properties=species:S:1:pos:R:3:lowdin_charge:R:1
C -4.1166 5.0025 1.7852 -0.04
O -3.5927 3.8942 2.5742 -0.24
C -4.4984 3.0162 3.1631 -0.20
C -3.7724 1.9840 4.0360 -0.19
O -2.8074 1.2630 3.3082 -0.16
C -2.0118 0.4944 4.2048 -0.07
H -5.1131 5.2075 2.1595 0.08
H -4.0496 4.7388 0.7474 0.07
H -3.4654 5.8571 1.9686 0.09
H -5.1133 2.5371 2.4001 0.12
H -5.1163 3.5807 3.8245 0.11
H -4.5266 1.3509 4.4277 0.12
H -3.2470 2.4787 4.8263 0.11
H -2.4822 -0.1852 4.8542 0.06
H -1.4550 1.1996 4.8818 0.09
H -1.3326 -0.1732 3.5952 0.10
C -1.3601 2.7850 0.1873 -0.07
C -1.0687 3.8345 -0.7662 -0.26
O 0.3259 3.9936 -0.9347 0.02
C 0.7129 5.2466 -1.3200 -0.59
O -0.0666 6.0841 -1.5059 0.16
O 2.0796 5.2580 -1.3321 -0.02
C 2.5604 6.4344 -2.0176 -0.02
H -2.4511 2.6823 0.3321 0.08
H -0.9528 3.0415 1.2282 0.10
H -0.9552 1.7739 0.0060 0.08
H -1.4949 4.8260 -0.3754 0.14
H -1.5925 3.6350 -1.7125 0.12
H 1.8393 7.2992 -1.7748 0.13
H 2.6235 6.2543 -3.0786 0.09
H 3.5293 6.4881 -1.5806 0.07
C 3.2327 1.7197 5.6253 -0.08
C 2.1745 2.3812 4.8926 -0.21
O 0.9871 2.3419 5.7911 0.05
C -0.0332 3.1585 5.4464 -0.61
O -0.8597 3.5807 6.2125 0.13
O -0.0375 3.5657 4.1710 -0.03
C -0.9011 4.6278 3.8413 -0.05
H 2.9609 0.7384 5.9573 0.08
H 3.3504 2.2540 6.5548 0.09
H 4.1278 1.6341 5.0056 0.10
H 1.9485 1.8530 3.9626 0.11
H 2.5779 3.3701 4.5899 0.11
H -0.7005 5.5062 4.3926 0.08
H -1.9740 4.4354 3.9891 0.09
H -0.7306 4.8696 2.7734 0.10
C 2.6859 6.0527 3.7148 -0.04
C 3.0736 5.6563 2.2674 -0.15
O 4.1795 4.6981 2.4221 0.02
C 5.0597 4.6737 1.4379 -0.64
O 4.9890 5.2431 0.4063 0.15
O 6.0706 3.8404 1.7668 -0.01
C 6.8776 3.3812 0.6975 -0.06
H 1.8631 6.7348 3.5755 0.08
H 3.5407 6.4046 4.2576 0.08
H 2.2313 5.2441 4.2857 0.05
H 3.2510 6.5007 1.6553 0.11
H 2.2466 5.0788 1.8164 0.12
H 6.3389 2.9094 -0.1308 0.08
H 7.5782 2.6757 1.1832 0.10
H 7.5397 4.1542 0.2298 0.11
C 6.1973 -0.7676 -1.8062 -0.06
C 5.1729 -0.7849 -0.6933 -0.20
O 3.8702 -1.3260 -1.0314 -0.01
C 3.7298 -2.7036 -1.1168 -0.53
O 4.6636 -3.4854 -0.9590 0.11
O 2.4962 -2.9579 -1.5596 0.01
C 2.1803 -4.2901 -1.8089 -0.05
H 7.0797 -0.2396 -1.4259 0.09
H 5.8738 -0.1568 -2.6146 0.06
H 6.4135 -1.7333 -2.2207 0.07
H 4.8607 0.2744 -0.4051 0.12
H 5.5876 -1.3023 0.1723 0.12
H 2.6992 -4.7462 -2.6654 0.12
H 1.1279 -4.3583 -1.9663 0.07
H 2.4423 -4.9392 -0.9937 0.08
C -5.6306 -3.9762 2.0584 -0.05
C -4.9638 -2.6059 2.2437 -0.22
O -3.5515 -2.7011 2.3606 0.01
C -2.9963 -2.7745 3.5755 -0.60
O -3.6163 -2.7686 4.6319 0.09
O -1.6903 -3.0088 3.5339 -0.03
C -1.0109 -3.2068 4.8191 0.00
H -5.4221 -4.6343 2.8504 0.05
H -5.3626 -4.4259 1.0304 0.10
H -6.7068 -3.8047 2.1688 0.08
H -5.3279 -2.0890 3.1210 0.11
H -5.1394 -1.9156 1.3598 0.12
H -1.3381 -2.4731 5.5124 0.07
H 0.0636 -3.0726 4.6700 0.09
H -1.2853 -4.2413 5.1769 0.12
C -3.3825 -1.7261 -7.1324 -0.05
C -3.4788 -2.9224 -6.2087 -0.20
O -3.5170 -2.4137 -4.8452 -0.01
C -3.6024 -3.3723 -3.8386 -0.54
O -3.7051 -4.5481 -3.9384 0.16
O -3.6630 -2.6543 -2.6728 -0.04
C -3.6410 -3.3937 -1.4675 -0.04
H -2.4262 -1.2323 -7.0265 0.07
H -4.1115 -1.0014 -6.7301 0.09
H -3.6435 -1.9258 -8.1718 0.08
H -2.7452 -3.7488 -6.2660 0.12
H -4.4844 -3.3351 -6.2882 0.12
H -4.3182 -4.2115 -1.4911 0.08
H -3.7377 -2.7069 -0.6432 0.08
H -2.6948 -3.8994 -1.2963 0.09
C -2.3593 -7.8007 -3.2709 -0.07
C -1.4612 -7.0226 -4.2445 -0.16
O -1.0644 -5.8586 -3.4332 0.00
C -0.7431 -4.7485 -4.0938 -0.65
O -0.4302 -4.6330 -5.2366 0.13
O -0.8430 -3.7139 -3.2639 -0.05
C -0.4277 -2.4113 -3.7008 -0.02
H -1.7430 -8.2287 -2.4464 0.08
H -2.9958 -8.5244 -3.8427 0.09
H -3.1717 -7.1723 -2.8191 0.08
H -2.0275 -6.5537 -4.9927 0.09
H -0.5167 -7.4890 -4.6330 0.14
H -0.0009 -2.3916 -4.7223 0.11
H 0.2819 -2.0771 -2.9476 0.05
H -1.2860 -1.6738 -3.6050 0.11
C -5.5979 0.7739 -0.9151 -0.03
C -4.3845 0.3624 -1.7640 -0.20
O -4.3072 1.1976 -2.9293 0.04
C -3.1050 1.5340 -3.3940 -0.60
O -2.0379 1.1412 -3.0164 0.12
O -3.3046 2.3496 -4.4267 0.01
C -2.1779 2.8541 -5.0905 -0.05
H -5.7013 -0.1607 -0.3108 0.07
H -6.4723 0.8072 -1.5759 0.08
H -5.4772 1.6944 -0.3553 0.06
H -4.4726 -0.6479 -2.1360 0.10
H -3.4308 0.3705 -1.2473 0.11
H -1.3997 3.2015 -4.3691 0.10
H -2.4630 3.7030 -5.7049 0.09
H -1.7292 2.1144 -5.7372 0.09
C 1.9550 0.3793 -3.5258 -0.04
C 1.7406 1.5882 -2.6732 -0.21
O 2.2897 2.7795 -3.2948 0.04
C 3.5565 3.0352 -2.8663 -0.51
O 4.2097 2.5842 -1.9773 0.13
O 4.0458 4.0912 -3.6654 -0.03
C 5.3221 4.5101 -3.2825 -0.08
H 1.3791 0.5572 -4.4838 0.11
H 1.6516 -0.4873 -2.9268 0.07
H 2.9980 0.2970 -3.7637 0.07
H 2.1672 1.5152 -1.6866 0.09
H 0.6795 1.6907 -2.5317 0.11
H 6.1311 3.9534 -3.7099 0.09
H 5.4733 4.5726 -2.2467 0.06
H 5.4239 5.4915 -3.6716 0.09
C 0.3480 -7.4650 2.3936 -0.07
C -0.3014 -6.1516 2.5800 -0.22
O 0.6679 -5.2322 3.1978 0.03
C 1.3883 -4.6029 2.3127 -0.59
O 1.2940 -4.6193 1.1066 0.09
O 2.3981 -3.9695 2.9864 -0.01
C 3.5138 -3.5528 2.1748 -0.02
H 0.9993 -7.6205 3.2878 0.10
H 1.0504 -7.4807 1.5225 0.10
H -0.4502 -8.2177 2.2542 0.09
H -1.2207 -6.1625 3.1990 0.12
H -0.7250 -5.6275 1.6202 0.15
H 3.6004 -2.4638 2.2680 0.10
H 3.2804 -3.8599 1.1623 0.06
H 4.4024 -4.1308 2.4955 0.11
C -0.7267 -2.1986 0.0386 -0.05
C 0.2709 -1.5183 0.9106 -0.12
O 0.7036 -0.1923 0.2776 0.03
C 1.7384 0.3598 0.9396 -0.60
O 2.0514 -0.0257 2.0476 0.10
O 2.3079 1.3542 0.3033 -0.02
C 3.2101 2.1873 0.9483 -0.04
H -0.4668 -2.4237 -1.0114 0.07
H -1.6569 -1.5651 -0.0956 0.10
H -1.0609 -3.1172 0.3894 0.04
H 1.1986 -2.0143 1.0810 0.09
H -0.1573 -1.2700 1.9322 0.13
H 3.4501 2.8913 0.1536 0.09
H 4.0068 1.5610 1.3371 0.11
H 2.7689 2.7140 1.8130 0.10
```

=====

C5H8NS2 | wB97M-V/def2-TZVPD

Properties
HOMO energy: -13.20 eV
Energy above the lowest of the compared OMol25 structures with the same formula, charge and spin: 274.3 kJ/mol
2S+1: 1
Total charge: +1
E: -1046.066438 a.u.
LUMO level: -5.242 eV

Geometry as XYZ:
```
16
Properties=species:S:1:pos:R:3:nbo_charge:R:1
C -3.5940 1.0964 -0.2559 -0.36
C -3.7963 0.1207 0.6444 -0.36
C -1.6470 -0.5463 -0.3527 -0.58
C 1.6985 1.1297 0.7232 0.00
C 1.2396 -0.9958 1.1984 -0.45
N 0.9615 0.1387 0.4875 -0.47
S -2.1615 0.6750 -1.1947 0.74
S -2.7039 -1.2238 0.7869 0.65
H -3.9974 1.9706 -0.7409 0.29
H -4.4599 0.2853 1.4518 0.27
H 1.7142 2.1271 0.3742 0.19
H -0.8019 -1.1036 -0.1364 0.31
H 2.7818 0.9570 1.2443 0.13
H 2.2794 -1.2199 1.0608 0.22
H 0.6612 -1.9768 0.9537 0.18
H 1.0387 -0.7393 2.2907 0.22
```

=====

C40H54F9OP3SiSr | wB97M-V/def2-TZVPD

Properties
HOMO energy: -6.17 eV
Energy above the lowest of the compared OMol25 structures with the same formula, charge and spin: 122.1 kJ/mol
2S+1: 1
E: -3874.994140 a.u.
LUMO level: 0.569 eV

Geometry as XYZ:
```
109
Properties=species:S:1:pos:R:3:lowdin_charge:R:1
Sr 0.2110 -0.0621 -1.3924 1.05
C -2.7136 -5.2796 -0.4219 -0.11
C -1.4353 -4.4463 -0.4464 -0.54
C -0.3166 -5.0839 0.3795 -0.13
P -1.3610 -2.5998 -0.0602 1.03
C -2.9939 -1.8187 -0.5732 -0.54
C -4.2591 -2.2260 0.1773 -0.09
C -3.1549 -1.9425 -2.0853 -0.11
C -1.5598 -2.3675 1.7467 -0.39
C -2.3117 -3.2641 2.5029 -0.12
C -2.6111 -3.0051 3.8278 -0.08
C -2.1895 -1.8175 4.3989 -0.08
C -1.4115 -0.9433 3.6599 -0.11
C -1.0489 -1.2056 2.3418 -0.30
Si 0.1826 -0.0390 1.4225 0.57
C 1.8716 -0.4243 2.2798 -0.30
C 1.9016 -0.8115 3.6173 -0.11
C 3.0731 -0.8602 4.3515 -0.07
C 4.2642 -0.4827 3.7588 -0.08
C 4.2758 -0.1665 2.4137 -0.12
C 3.1037 -0.1721 1.6579 -0.38
P 3.1925 0.0184 -0.1657 1.03
C 4.0983 -1.5560 -0.6644 -0.53
C 3.0234 -2.6385 -0.7950 -0.14
C 5.2167 -2.0760 0.2343 -0.11
C 4.3768 1.4468 -0.5179 -0.54
C 3.9708 2.5928 0.4058 -0.12
C 5.8845 1.2228 -0.5324 -0.11
C -0.2552 1.6833 2.1878 -0.30
C 0.2365 2.0401 3.4412 -0.11
C -0.1256 3.2151 4.0743 -0.08
C -1.0007 4.0873 3.4517 -0.08
C -1.4644 3.7853 2.1862 -0.12
C -1.1025 2.6009 1.5469 -0.38
P -1.6523 2.2978 -0.1759 1.03
C -3.5246 2.1937 -0.0577 -0.54
C -4.0444 2.1528 -1.4936 -0.13
C -4.3158 3.1639 0.8134 -0.11
C -1.2071 3.8648 -1.1216 -0.54
C -1.8703 5.2124 -0.8489 -0.10
C 0.3150 3.9931 -1.0341 -0.13
H -2.4823 -6.2747 -0.8027 0.08
H -3.4727 -4.8505 -1.0697 0.05
H -3.1238 -5.3995 0.5765 0.06
H -1.0987 -4.4281 -1.4969 0.10
H -0.6032 -5.1774 1.4249 0.07
H 0.5813 -4.4654 0.3309 0.05
H -0.0702 -6.0750 0.0036 0.08
H -2.7950 -0.7598 -0.3401 0.07
H -4.5216 -3.2620 -0.0090 0.06
H -5.0883 -1.6046 -0.1605 0.08
H -4.1460 -2.0842 1.2502 0.07
H -3.3196 -2.9768 -2.3805 0.07
H -2.2569 -1.5810 -2.5854 0.04
H -4.0033 -1.3503 -2.4260 0.08
H -2.6823 -4.1707 2.0531 0.08
H -3.1938 -3.7147 4.3970 0.10
H -2.4610 -1.5772 5.4177 0.10
H -1.0941 -0.0163 4.1207 0.09
H 0.9745 -1.0807 4.1053 0.09
H 3.0499 -1.1544 5.3916 0.10
H 5.1792 -0.4526 4.3301 0.10
H 5.2152 0.0911 1.9505 0.08
H 4.5055 -1.3349 -1.6615 0.11
H 2.4879 -2.7452 0.1499 0.07
H 3.4789 -3.5964 -1.0419 0.08
H 2.3045 -2.3916 -1.5768 0.05
H 4.8401 -2.2851 1.2334 0.07
H 6.0475 -1.3820 0.3070 0.06
H 5.6044 -3.0071 -0.1801 0.08
H 4.0815 1.7196 -1.5447 0.09
H 4.2997 2.4026 1.4245 0.07
H 2.8852 2.7011 0.4198 0.06
H 4.4059 3.5341 0.0776 0.08
H 6.2742 1.0137 0.4591 0.06
H 6.3783 2.1234 -0.8934 0.08
H 6.1514 0.4115 -1.2042 0.07
H 0.9316 1.3808 3.9392 0.08
H 0.2627 3.4465 5.0567 0.10
H -1.3121 5.0016 3.9389 0.10
H -2.1208 4.4812 1.6933 0.08
H -3.6561 1.1935 0.3840 0.09
H -4.0055 3.1406 -1.9478 0.07
H -5.0754 1.8047 -1.5234 0.08
H -3.4316 1.4798 -2.0958 0.06
H -4.2438 4.1884 0.4607 0.06
H -3.9832 3.1231 1.8474 0.07
H -5.3682 2.8802 0.7900 0.08
H -1.4717 3.5753 -2.1502 0.09
H -1.5610 5.6298 0.1050 0.07
H -2.9532 5.1369 -0.8846 0.05
H -1.5652 5.9125 -1.6269 0.08
H 0.6203 4.1936 -0.0071 0.08
H 0.6626 4.8126 -1.6599 0.08
H 0.8061 3.0770 -1.3716 0.05
F 1.6555 -1.8738 -4.4685 0.17
C 1.5825 -0.5595 -4.6958 -0.54
F 2.1276 -0.3296 -5.8917 0.18
F 2.4002 0.0083 -3.7857 0.13
C 0.1151 -0.0548 -4.5346 -0.38
O -0.3394 -0.3091 -3.3353 -0.45
C -0.7679 -0.7773 -5.5972 -0.55
F -2.0109 -0.2867 -5.5833 0.17
F -0.8659 -2.0756 -5.3016 0.17
F -0.3326 -0.6983 -6.8610 0.17
C 0.0849 1.4768 -4.8154 -0.55
F -1.1062 1.9896 -4.4998 0.16
F 0.3476 1.8302 -6.0747 0.18
F 0.9742 2.1241 -4.0394 0.15
```

=====

C5H13O2PS | wB97M-V/def2-TZVPD

Properties
HOMO energy: -8.60 eV
Energy above the lowest of the compared OMol25 structures with the same formula, charge and spin: 38.6 kJ/mol
SMILES string: C=P(=S)OCC.CCO
2S+1: 1
E: -1088.250942 a.u.
LUMO level: -0.554 eV

Geometry as XYZ:
```
22
Properties=species:S:1:pos:R:3:nbo_charge:R:1
C 1.7289 -2.5090 0.9533 -0.94
C -2.4739 0.4199 -1.0083 -0.65
C 0.7951 2.2042 0.3246 -0.64
C -2.5286 -0.5761 0.2276 -0.06
C 2.0412 1.3645 0.3677 -0.06
O -2.0306 -1.9134 -0.0879 -0.74
O 1.8457 -0.0380 0.5842 -0.83
P 2.1063 -1.3920 -0.2295 1.42
S 1.9371 -1.5054 -2.1577 -0.48
H 1.4125 -2.3064 1.8817 0.23
H 2.2211 -3.4625 0.8389 0.24
H -1.4024 0.6394 -1.3440 0.20
H -2.9502 -0.1114 -1.9070 0.22
H -2.8504 1.4051 -0.7641 0.21
H 1.0636 3.2969 0.4053 0.23
H 0.3761 2.1934 -0.6464 0.22
H 0.0370 1.9967 1.0860 0.22
H -3.5720 -0.7188 0.5903 0.18
H -1.8552 -0.2305 1.0019 0.16
H 2.8890 1.6650 1.1160 0.20
H 2.3926 1.4915 -0.6890 0.19
H -1.1828 -1.9131 -0.5436 0.47
```

=====

C18H42N6O6 | wB97M-V/def2-TZVPD

Properties
HOMO energy: -7.07 eV
Energy above the lowest of the compared OMol25 structures with the same formula, charge and spin: 1628.6 kJ/mol
2S+1: 1
E: -1490.508241 a.u.
LUMO level: 0.522 eV

Geometry as XYZ:
```
72
Properties=species:S:1:pos:R:3:lowdin_charge:R:1
C 2.9883 -3.4076 -3.2366 -0.26
O 2.0451 -3.9123 -2.5497 -0.09
N 3.0240 -2.1137 -3.6782 -0.11
C 4.2506 -1.7194 -4.5116 -0.01
C 2.1769 -1.1456 -3.0583 -0.12
H 3.8519 -4.0112 -3.5561 0.13
H 4.5913 -0.6990 -4.3362 0.08
H 3.9058 -1.6476 -5.5431 0.08
H 5.0733 -2.4315 -4.4474 0.08
H 1.4291 -1.5222 -2.3604 0.04
H 2.9132 -0.5564 -2.5116 -0.04
H 1.6575 -0.4151 -3.6786 0.11
C -0.0425 -2.7483 -1.4284 -0.40
O -1.2148 -3.0118 -1.5692 0.01
N 0.7102 -3.2442 -0.4870 -0.21
C 2.1498 -3.1166 -0.4487 -0.09
C 0.2543 -4.1007 0.5912 -0.01
H 0.5331 -2.3250 -2.2660 0.10
H 2.4538 -2.5380 0.4235 0.06
H 2.5151 -2.6503 -1.3637 0.06
H 2.4823 -4.1537 -0.4934 0.11
H 0.8743 -4.9871 0.7245 0.09
H 0.3915 -3.4763 1.4741 0.09
H -0.7892 -4.3987 0.4884 0.09
C -2.8659 0.3802 0.7691 -0.27
O -2.6130 0.5826 2.0056 -0.03
N -3.9487 0.9530 0.0943 -0.17
C -4.1541 0.8870 -1.2985 -0.10
C -5.0163 1.5073 1.0321 -0.02
H -2.2083 -0.2520 0.1525 0.13
H -3.2255 0.6700 -1.8264 0.08
H -4.3161 1.8886 -1.6968 0.06
H -4.8768 0.1287 -1.5997 0.11
H -5.7292 0.6831 1.0078 0.09
H -4.7398 1.7213 2.0645 0.08
H -5.3785 2.5075 0.7941 0.06
C 1.4451 0.0927 3.2690 -0.31
O 1.3631 -0.9847 2.8193 0.04
N 1.2747 0.4856 4.5469 -0.13
C 1.5788 1.8649 4.9246 -0.05
C 1.0181 -0.5002 5.6188 -0.03
H 1.7438 0.9720 2.6776 0.16
H 1.0401 2.3331 5.7484 0.09
H 1.6389 2.5081 4.0467 0.09
H 2.5397 1.8888 5.4386 0.08
H 0.8896 -1.5262 5.2739 0.09
H 1.8767 -0.6363 6.2764 0.08
H 0.2219 -0.2355 6.3145 0.09
C -1.3966 4.8807 -0.8715 -0.36
O -0.2189 4.6382 -0.7683 0.03
N -2.3351 3.9209 -0.9755 -0.14
C -3.7609 4.0185 -0.6105 -0.03
C -1.8740 2.5169 -1.1546 -0.07
H -1.8859 5.8640 -0.7945 0.13
H -4.0188 5.0772 -0.6390 0.09
H -3.7782 3.6145 0.4017 0.08
H -4.2712 3.4456 -1.3847 0.07
H -1.4825 2.0932 -0.2298 0.04
H -2.4841 1.7756 -1.6708 0.05
H -0.9686 2.5666 -1.7595 0.09
C 2.2062 0.3756 -1.0956 -0.27
O 3.1347 -0.3913 -1.2926 -0.01
N 1.2200 0.1784 -0.1569 -0.09
C 0.1117 1.0417 -0.0232 -0.10
C 1.1954 -0.9409 0.8218 -0.06
H 1.9352 1.3294 -1.5741 0.16
H 0.3325 1.7675 0.7595 0.12
H -0.8568 0.5925 0.1967 0.04
H -0.0601 1.6437 -0.9155 0.05
H 0.4528 -1.5953 0.3654 0.09
H 2.1267 -1.4892 0.9636 0.08
H 0.8935 -0.5112 1.7770 -0.03
```

=====

CH3NO3S | wB97M-V/def2-TZVPD

Properties
HOMO energy: -10.40 eV
Energy above the lowest of the compared OMol25 structures with the same formula, charge and spin: 309.8 kJ/mol
SMILES string: O=CS.O=NO
2S+1: 1
E: -718.453073 a.u.
LUMO level: 0.225 eV

Geometry as XYZ:
```
9
Properties=species:S:1:pos:R:3:nbo_charge:R:1
C 0.3396 -0.8851 -0.6958 0.24
N -1.3885 1.6563 1.1152 0.33
O -0.9707 2.2835 0.0118 -0.52
O -1.7292 2.4021 1.9599 -0.28
O 0.5369 0.2521 -0.9553 -0.58
S -0.4023 -1.4038 0.7315 0.00
H 0.6081 -1.7220 -1.3956 0.15
H -0.4043 1.5021 -0.3873 0.50
H -1.0357 -0.1289 0.8553 0.17
```